P | The following is a DFT calculation (ωB97M-V with the def2-TZVPD basis set) of a 4-piece molecular cluster, C3H16N2O3 overall.

XYZ file:
```
24
C3H16N2O3 (ωB97M-V with the def2-TZVPD basis set)
N -0.53 -1.47 -0.05
C -0.39 -0.68 1.24
C 0.57 -1.57 2.06
C 0.04 0.74 0.83
N -1.18 1.56 1.25
H -1.50 -1.77 -0.02
H -0.06 -2.35 -0.16
H -1.24 -0.64 2.01
H 0.19 -2.59 2.09
H 1.56 -1.89 1.57
H 0.74 -0.95 2.98
H -0.01 0.90 -0.31
H 1.04 0.97 1.28
H -1.00 2.52 0.93
H -1.38 1.65 2.24
H 2.62 0.77 -1.82
H 2.53 0.04 -0.39
O 3.08 0.58 -0.94
H -1.63 0.15 -1.38
H -2.62 1.15 -0.81
O -2.58 0.22 -1.16
H 0.38 0.91 -3.23
H 0.12 -0.26 -2.34
O 0.83 0.46 -2.42
```

Structure (SMILES): C[C@H](N)CN.O.O.O
HOMO (eV): -9.49
Spin multiplicity: 1

Here are the Löwdin charges for atoms 1 to 5, given in e: atom 1 (N): 0.0135, atom 2 (C): -0.4120, atom 3 (C): -0.1091, atom 4 (C): -0.2136, atom 5 (N): -0.0324


Q | The following is a DFT calculation (ωB97M-V with the def2-TZVPD basis set) of a 4-piece molecular cluster, C3H16N2O3 overall.

XYZ file:
```
24
C3H16N2O3 (ωB97M-V with the def2-TZVPD basis set)
N -1.47 -2.36 -0.06
C -2.07 -1.08 -0.49
C -1.13 -0.30 -1.44
C -0.47 0.87 -0.76
N 0.80 1.40 -1.40
H -1.00 -2.88 -0.80
H -2.23 -2.94 0.27
H -3.04 -1.20 -0.97
H -2.18 -0.57 0.46
H -1.62 0.03 -2.36
H -0.37 -1.01 -1.79
H -1.06 1.78 -0.79
H -0.24 0.69 0.29
H 0.54 2.13 -2.05
H 1.23 0.63 -1.90
H 0.77 -1.50 1.31
H 2.12 -2.24 1.46
O 1.68 -1.42 1.68
H 1.27 1.89 2.33
H 0.72 3.13 1.56
O 0.45 2.38 2.12
H 2.28 1.42 0.53
H 2.43 0.09 1.40
O 2.62 1.06 1.38
```

Structure (SMILES): NCCCN.O.O.O
HOMO (eV): -9.63
Spin multiplicity: 1

Here are the Löwdin charges for atoms 1 to 5, given in e: atom 1 (N): -0.0186, atom 2 (C): -0.2719, atom 3 (C): -0.2003, atom 4 (C): -0.2738, atom 5 (N): -0.0037


What should be chosen as the most stable of them? Choose Q.


P | The following is a DFT calculation (ωB97M-V with the def2-TZVPD basis set) of one molecule with the formula C3H4ClFO.

XYZ file:
```
10
C3H4ClFO (ωB97M-V with the def2-TZVPD basis set)
C 0.60 0.74 -0.22
C 0.08 -0.66 -0.36
C -0.76 0.42 0.23
O 0.54 -1.71 0.39
F -1.00 0.46 1.53
Cl -2.19 1.11 -0.76
H 1.44 0.91 0.44
H 0.67 1.03 -1.30
H -0.18 -1.01 -1.29
H 0.81 -1.29 1.34
```

Structure (SMILES): O[C@@H]1C[C@@]1(F)Cl
HOMO (eV): -9.88
Spin multiplicity: 1

Here are the Löwdin charges for atoms 1 to 5, given in e: atom 1 (C): -0.0469, atom 2 (C): -0.3702, atom 3 (C): -0.7745, atom 4 (O): -0.0113, atom 5 (F): 0.0544


Q | The following is a DFT calculation (ωB97M-V with the def2-TZVPD basis set) of one molecule with the formula C3H4ClFO.

XYZ file:
```
10
C3H4ClFO (ωB97M-V with the def2-TZVPD basis set)
C 0.49 -1.11 -0.86
C 0.17 -0.33 0.33
C -0.54 1.42 0.40
O 1.47 -0.55 0.02
F -0.32 -0.92 1.36
Cl 0.21 -2.90 -0.72
H 0.42 -0.55 -1.87
H 0.32 1.98 0.79
H -1.25 1.21 1.19
H -0.97 1.74 -0.63
```

Structure (SMILES): C[C@]1(F)O[C@H]1Cl
HOMO (eV): -10.38
Spin multiplicity: 1

Here are the Löwdin charges for atoms 1 to 5, given in e: atom 1 (C): -0.5511, atom 2 (C): -0.5746, atom 3 (C): 0.0722, atom 4 (O): 0.0314, atom 5 (F): 0.1002


What should be chosen as the most stable of them? Choose P.


P | The following is a DFT calculation (ωB97M-V with the def2-TZVPD basis set) of a 15-piece molecular cluster, C45H105N15O15 overall.

XYZ file:
```
180
C45H105N15O15 (ωB97M-V with the def2-TZVPD basis set)
C -6.18 1.52 5.97
C -5.24 1.53 4.79
O -5.33 0.69 3.90
N -4.41 2.59 4.76
C -3.42 2.82 3.71
H -5.67 1.07 6.82
H -7.00 0.83 5.78
H -6.56 2.51 6.23
H -4.37 3.12 5.62
H -3.59 2.15 2.87
H -2.41 2.69 4.10
H -3.49 3.86 3.40
C 4.21 1.39 0.20
C 4.78 1.78 -1.14
O 5.97 1.62 -1.40
N 3.89 2.26 -2.04
C 4.21 2.65 -3.40
H 4.94 1.57 0.99
H 4.09 0.31 0.26
H 3.25 1.87 0.38
H 2.97 2.49 -1.70
H 3.52 2.17 -4.09
H 5.25 2.39 -3.60
H 4.07 3.73 -3.48
C -5.45 3.49 -0.38
C -5.39 2.27 0.52
O -4.57 1.40 0.25
N -6.29 2.09 1.51
C -7.45 2.93 1.74
H -6.20 4.24 -0.15
H -5.49 3.11 -1.39
H -4.46 3.94 -0.29
H -6.20 1.28 2.11
H -7.94 2.61 2.66
H -8.21 2.78 0.97
H -7.24 3.99 1.80
C 4.88 -2.23 1.05
C 6.01 -2.56 0.09
O 6.49 -3.68 0.02
N 6.35 -1.54 -0.75
C 7.43 -1.66 -1.68
H 4.80 -2.96 1.85
H 3.96 -1.99 0.52
H 5.09 -1.27 1.55
H 6.00 -0.62 -0.53
H 7.87 -2.65 -1.56
H 8.22 -0.94 -1.43
H 7.14 -1.45 -2.71
C 1.77 -5.51 4.71
C 2.32 -4.37 3.89
O 3.10 -4.56 2.99
N 1.79 -3.15 4.16
C 1.95 -2.00 3.29
H 0.67 -5.55 4.75
H 2.09 -5.52 5.75
H 2.08 -6.45 4.24
H 1.16 -3.10 4.94
H 2.21 -2.25 2.27
H 2.74 -1.40 3.72
H 1.03 -1.44 3.18
C 0.10 3.78 -3.15
C 1.08 4.29 -4.17
O 1.77 5.29 -3.95
N 1.15 3.59 -5.31
C 2.04 3.94 -6.40
H 0.55 3.73 -2.15
H -0.15 2.73 -3.36
H -0.79 4.40 -3.12
H 0.51 2.82 -5.44
H 1.66 4.81 -6.93
H 2.07 3.10 -7.09
H 3.04 4.11 -6.02
C 1.36 2.43 3.19
C 2.74 1.90 3.46
O 3.10 0.81 3.08
N 3.53 2.71 4.21
C 4.84 2.36 4.70
H 1.05 2.15 2.18
H 1.30 3.52 3.27
H 0.62 2.01 3.87
H 3.14 3.57 4.56
H 5.23 1.46 4.21
H 4.81 2.06 5.75
H 5.59 3.12 4.52
C 3.26 5.15 1.41
C 1.98 4.96 0.64
O 1.58 3.85 0.30
N 1.31 6.09 0.30
C 0.23 6.08 -0.69
H 3.11 5.90 2.19
H 4.01 5.61 0.76
H 3.62 4.20 1.77
H 1.75 6.99 0.36
H -0.38 5.18 -0.63
H 0.62 6.20 -1.70
H -0.51 6.83 -0.41
C -0.39 -4.69 1.61
C -1.44 -5.55 2.27
O -1.70 -6.66 1.85
N -2.04 -5.01 3.36
C -3.01 -5.76 4.13
H 0.39 -5.33 1.20
H 0.03 -3.89 2.22
H -0.86 -4.19 0.75
H -1.75 -4.12 3.74
H -2.51 -6.36 4.90
H -3.65 -6.40 3.52
H -3.64 -5.05 4.67
C -1.10 -0.67 -4.66
C -0.34 -0.11 -5.84
O 0.05 1.07 -5.87
N 0.02 -0.97 -6.81
C -0.54 -2.30 -7.08
H -1.06 0.06 -3.85
H -0.41 -1.39 -4.20
H -2.13 -0.92 -4.89
H 0.59 -0.58 -7.55
H -1.12 -2.26 -8.00
H -1.18 -2.55 -6.24
H 0.26 -3.03 -7.21
C 2.79 -4.79 -0.66
C 3.49 -5.93 -1.37
O 3.33 -7.10 -1.05
N 4.34 -5.57 -2.38
C 5.18 -6.55 -3.00
H 1.73 -4.75 -0.90
H 3.28 -3.84 -0.91
H 3.00 -4.98 0.39
H 4.25 -4.64 -2.76
H 5.84 -6.99 -2.25
H 5.82 -6.11 -3.76
H 4.60 -7.38 -3.40
C -2.99 -4.99 -0.87
C -2.60 -3.70 -1.55
O -1.50 -3.52 -2.03
N -3.55 -2.73 -1.52
C -3.30 -1.37 -1.98
H -3.72 -5.56 -1.45
H -3.39 -4.84 0.13
H -2.13 -5.65 -0.79
H -4.42 -2.98 -1.08
H -3.97 -0.66 -1.48
H -3.52 -1.35 -3.05
H -2.26 -1.12 -1.81
C 1.19 -1.30 0.03
C 0.16 -0.29 -0.40
O -0.24 -0.16 -1.54
N -0.36 0.44 0.64
C -1.28 1.53 0.43
H 0.64 -1.84 0.81
H 2.11 -0.85 0.40
H 1.38 -1.99 -0.78
H -0.31 0.01 1.55
H -0.79 2.39 -0.05
H -1.61 1.88 1.40
H -2.11 1.19 -0.19
C -3.62 1.90 -3.32
C -3.37 3.34 -3.72
O -3.82 4.25 -3.02
N -2.75 3.53 -4.90
C -2.47 4.82 -5.45
H -2.78 1.27 -3.62
H -4.49 1.41 -3.75
H -3.69 1.83 -2.23
H -2.34 2.71 -5.32
H -3.34 5.26 -5.93
H -1.65 4.72 -6.16
H -2.06 5.49 -4.68
C -2.45 -0.40 5.07
C -2.20 -1.33 3.91
O -1.29 -2.16 3.93
N -3.03 -1.16 2.88
C -2.91 -1.92 1.66
H -3.14 -0.78 5.82
H -2.77 0.57 4.69
H -1.52 -0.25 5.61
H -3.82 -0.55 3.01
H -3.52 -1.43 0.90
H -3.31 -2.94 1.70
H -1.87 -1.99 1.35
```

HOMO (eV): -8.49
Spin multiplicity: 1

Here are the Löwdin charges for atoms 1 to 5, given in e: atom 1 (C): 0.0052, atom 2 (C): -0.5559, atom 3 (O): 0.0040, atom 4 (N): 0.0230, atom 5 (C): -0.0606


Q | The following is a DFT calculation (ωB97M-V with the def2-TZVPD basis set) of a 15-piece molecular cluster, C45H105N15O15 overall.

XYZ file:
```
180
C45H105N15O15 (ωB97M-V with the def2-TZVPD basis set)
C -18.08 50.22 -0.30
C -17.58 51.30 0.58
O -16.88 52.20 0.09
N -17.91 51.23 1.90
C -17.41 52.15 2.83
H -18.77 49.61 0.28
H -17.35 49.44 -0.52
H -18.55 50.54 -1.23
H -18.57 50.55 2.24
H -16.32 52.13 2.84
H -17.70 51.83 3.83
H -17.83 53.14 2.66
C -25.87 46.94 -2.53
C -24.85 46.99 -3.63
O -24.31 48.07 -3.87
N -24.56 45.91 -4.31
C -23.76 45.75 -5.50
H -25.32 47.17 -1.62
H -26.34 45.96 -2.52
H -26.72 47.60 -2.70
H -24.97 45.04 -4.00
H -24.32 45.32 -6.33
H -22.85 45.15 -5.42
H -23.31 46.71 -5.77
C -20.79 41.62 0.76
C -22.10 40.92 0.92
O -23.03 41.59 1.33
N -22.12 39.59 0.71
C -23.29 38.79 1.13
H -20.87 42.62 1.19
H -20.44 41.74 -0.27
H -20.01 41.02 1.24
H -21.33 39.11 0.30
H -23.72 38.99 2.11
H -23.15 37.71 1.08
H -24.14 39.02 0.49
C -23.09 36.38 -3.56
C -23.17 37.88 -3.49
O -23.96 38.48 -4.25
N -22.27 38.52 -2.71
C -22.05 39.99 -2.69
H -22.68 35.87 -2.69
H -22.50 36.14 -4.44
H -24.08 35.95 -3.75
H -21.84 38.01 -1.94
H -21.04 40.14 -2.32
H -22.77 40.47 -2.04
H -22.13 40.37 -3.71
C -19.35 51.39 -6.88
C -20.46 50.44 -6.54
O -20.72 49.54 -7.37
N -21.04 50.58 -5.34
C -21.89 49.70 -4.63
H -18.65 51.33 -6.05
H -19.70 52.42 -7.02
H -18.81 51.09 -7.78
H -20.60 51.27 -4.74
H -21.31 48.98 -4.06
H -22.49 49.15 -5.36
H -22.67 50.10 -3.99
C -25.66 41.07 -1.84
C -26.20 42.30 -2.66
O -25.47 43.17 -3.10
N -27.52 42.39 -2.88
C -28.52 41.54 -2.34
H -25.23 40.31 -2.49
H -26.35 40.57 -1.16
H -24.88 41.41 -1.15
H -27.69 43.23 -3.42
H -29.54 41.93 -2.43
H -28.32 41.47 -1.28
H -28.47 40.55 -2.78
C -21.89 44.69 3.34
C -22.65 43.86 4.25
O -23.04 44.32 5.30
N -22.84 42.61 3.92
C -23.61 41.59 4.62
H -21.21 45.32 3.91
H -22.54 45.25 2.67
H -21.23 44.17 2.64
H -22.59 42.42 2.96
H -24.24 42.06 5.38
H -23.08 40.69 4.90
H -24.32 41.21 3.88
C -15.52 46.36 -1.98
C -16.63 47.21 -2.59
O -17.68 46.68 -2.91
N -16.37 48.47 -2.86
C -17.22 49.40 -3.57
H -15.46 45.30 -2.22
H -15.60 46.47 -0.90
H -14.58 46.72 -2.41
H -15.60 48.91 -2.38
H -17.06 50.39 -3.14
H -18.31 49.27 -3.54
H -16.88 49.25 -4.59
C -21.27 50.10 2.03
C -20.51 49.42 3.21
O -19.39 49.05 3.01
N -21.15 49.38 4.38
C -20.59 48.77 5.61
H -20.87 51.04 1.67
H -22.24 50.51 2.32
H -21.36 49.43 1.18
H -21.87 50.08 4.38
H -19.69 49.35 5.80
H -20.27 47.75 5.37
H -21.22 48.83 6.49
C -21.23 47.61 -1.71
C -22.01 46.44 -1.01
O -22.53 46.65 0.07
N -22.03 45.23 -1.59
C -22.63 44.01 -1.01
H -22.04 48.12 -2.23
H -20.48 47.34 -2.45
H -20.82 48.28 -0.96
H -21.55 45.12 -2.47
H -22.69 44.08 0.08
H -21.96 43.20 -1.29
H -23.62 43.86 -1.43
C -18.79 46.16 0.77
C -18.50 44.72 0.30
O -18.36 43.87 1.13
N -18.34 44.49 -1.00
C -17.81 43.26 -1.62
H -18.79 46.88 -0.05
H -18.10 46.43 1.57
H -19.82 46.25 1.11
H -18.58 45.23 -1.64
H -18.60 42.54 -1.84
H -17.31 42.77 -0.78
H -17.24 43.45 -2.53
C -25.56 44.41 0.30
C -26.89 44.89 0.84
O -27.52 44.25 1.63
N -27.25 46.17 0.49
C -28.34 46.91 1.10
H -24.94 44.04 1.12
H -24.99 45.18 -0.22
H -25.69 43.54 -0.35
H -26.54 46.66 -0.04
H -27.99 47.81 1.60
H -28.94 46.31 1.79
H -29.00 47.25 0.29
C -18.22 54.19 -2.47
C -19.22 53.07 -2.67
O -19.15 52.28 -3.59
N -20.23 52.97 -1.74
C -21.28 51.96 -1.77
H -18.76 55.13 -2.36
H -17.50 54.21 -3.28
H -17.83 53.99 -1.48
H -20.16 53.58 -0.94
H -21.63 51.68 -2.76
H -22.17 52.24 -1.20
H -20.89 51.06 -1.30
C -24.59 48.10 2.54
C -25.07 49.11 1.46
O -26.01 49.81 1.69
N -24.42 49.16 0.27
C -24.73 50.13 -0.79
H -25.38 47.41 2.85
H -24.36 48.67 3.44
H -23.65 47.65 2.22
H -23.69 48.47 0.17
H -23.83 50.30 -1.38
H -25.12 51.10 -0.48
H -25.48 49.72 -1.47
C -19.58 42.79 -5.09
C -20.01 44.16 -4.78
O -20.57 44.35 -3.72
N -19.76 45.06 -5.72
C -19.89 46.48 -5.52
H -20.51 42.24 -5.21
H -19.14 42.33 -4.20
H -18.84 42.68 -5.89
H -19.47 44.76 -6.64
H -19.17 46.87 -6.24
H -19.56 46.84 -4.55
H -20.93 46.72 -5.73
```

HOMO (eV): -8.75
Spin multiplicity: 1

Here are the Löwdin charges for atoms 1 to 5, given in e: atom 1 (C): 0.0058, atom 2 (C): -0.5154, atom 3 (O): 0.0057, atom 4 (N): 0.0064, atom 5 (C): -0.0913


What should be chosen as the most stable of them? Choose P.


P | The following is a DFT calculation (ωB97M-V with the def2-TZVPD basis set) of one molecule with the formula C2H3Br2FSi.

XYZ file:
```
9
C2H3Br2FSi (ωB97M-V with the def2-TZVPD basis set)
C -0.01 0.63 0.18
C -0.92 -0.17 -0.29
F -2.66 -0.15 1.98
Si -2.67 -0.08 0.41
Br -3.71 1.76 -0.19
Br -3.88 -1.77 -0.21
H 1.10 0.81 -0.19
H -0.26 1.61 0.60
H -0.67 -1.29 -0.74
```

Structure (SMILES): C=C[Si](F)(Br)Br
HOMO (eV): -10.77
Spin multiplicity: 1

Here are the Löwdin charges for atoms 1 to 5, given in e: atom 1 (C): -0.1094, atom 2 (C): -0.3133, atom 3 (F): -0.1839, atom 4 (Si): -0.4660, atom 5 (Br): 0.3864


Q | The following is a DFT calculation (ωB97M-V with the def2-TZVPD basis set) of one molecule with the formula C2H3Br2FSi.

XYZ file:
```
9
C2H3Br2FSi (ωB97M-V with the def2-TZVPD basis set)
C -1.50 0.60 0.25
C -0.72 -0.10 -0.50
F 1.50 -0.52 1.73
Si 1.33 -0.38 0.11
Br 2.14 -2.24 -0.73
Br 2.25 1.56 -0.56
H -2.52 0.63 -0.22
H -1.51 1.02 1.29
H -0.97 -0.57 -1.37
```

Structure (SMILES): C=C[Si](F)(Br)Br
HOMO (eV): -10.20
Spin multiplicity: 1

Here are the Löwdin charges for atoms 1 to 5, given in e: atom 1 (C): -0.1095, atom 2 (C): -0.2459, atom 3 (F): -0.2382, atom 4 (Si): -0.2545, atom 5 (Br): 0.3687


What should be chosen as the most stable of them? Choose P.


P | The following is a DFT calculation (ωB97M-V with the def2-TZVPD basis set) of a 2-piece molecular cluster, C2H6OS overall.

XYZ file:
```
10
C2H6OS (ωB97M-V with the def2-TZVPD basis set)
C 0.43 0.84 -1.39
C -1.07 -0.15 1.50
O 0.67 -0.36 -1.94
S 0.08 -1.09 2.42
H 1.05 1.45 -0.64
H -0.37 1.38 -1.89
H -1.21 -0.39 0.50
H -1.55 0.72 1.97
H 1.68 -0.59 -1.84
H 0.30 -1.82 1.31
```

HOMO (spin up / spin down) (eV): -7.35 / -7.28
Spin multiplicity: 1

Here are the Löwdin charges for atoms 1 to 5, given in e: atom 1 (C): -0.1604, atom 2 (C): -0.4604, atom 3 (O): -0.1091, atom 4 (S): 0.6432, atom 5 (H): 0.0833


Q | The following is a DFT calculation (ωB97M-V with the def2-TZVPD basis set) of C2H6OS as an isolated structure.

XYZ file:
```
10
C2H6OS (ωB97M-V with the def2-TZVPD basis set)
O 0.61 -0.47 2.37
S -0.69 0.71 -1.05
C -0.08 -0.30 1.06
C -0.14 1.06 0.65
H 0.66 -1.42 2.60
H -1.60 -0.16 -0.74
H -1.13 -0.65 1.12
H 0.41 -1.01 0.43
H 0.86 1.60 0.65
H -0.89 1.73 1.08
```

HOMO (eV): -9.17
Spin multiplicity: 1

Here are the Löwdin charges for atoms 1 to 5, given in e: atom 1 (O): -0.1029, atom 2 (S): 0.7385, atom 3 (C): -0.4452, atom 4 (C): -0.5209, atom 5 (H): 0.0890


What should be chosen as the most stable of them? Choose Q.


P | The following is a DFT calculation (ωB97M-V with the def2-TZVPD basis set) of one molecule with the formula C2H3IN2O.

XYZ file:
```
9
C2H3IN2O (ωB97M-V with the def2-TZVPD basis set)
C 0.10 -0.71 0.62
C 0.92 -0.29 -0.64
N -0.45 0.45 1.16
N -1.02 1.47 1.04
O 0.23 -1.88 1.06
I -2.75 1.75 -0.37
H 0.12 -0.28 -1.37
H 1.48 0.65 -0.40
H 1.37 -1.16 -1.11
```

Structure (SMILES): CC(=O)/N=N\I
HOMO (spin up / spin down) (eV): -9.22 / -9.22
Spin multiplicity: 1

Here are the Löwdin charges for atoms 1 to 5, given in e: atom 1 (C): -0.4296, atom 2 (C): 0.0007, atom 3 (N): -0.0211, atom 4 (N): -0.2543, atom 5 (O): 0.0518


Q | The following is a DFT calculation (ωB97M-V with the def2-TZVPD basis set) of one molecule with the formula C2H3IN2O.

XYZ file:
```
9
C2H3IN2O (ωB97M-V with the def2-TZVPD basis set)
C 0.64 -0.55 -0.81
C 0.57 0.49 0.30
N -0.19 -1.46 -0.87
N -1.35 -0.62 0.95
O -0.20 -0.03 1.35
I -2.46 0.55 -0.29
H 1.50 -0.41 -1.54
H 1.49 0.71 0.89
H 0.00 1.30 0.03
```

HOMO (spin up / spin down) (eV): -9.09 / -9.35
Spin multiplicity: 1

Here are the Löwdin charges for atoms 1 to 5, given in e: atom 1 (C): -0.2968, atom 2 (C): -0.2608, atom 3 (N): 0.1425, atom 4 (N): -0.4142, atom 5 (O): -0.2912


What should be chosen as the most stable of them? Choose P.